Record 1
Density functional theory data (ωB97M-V/def2-TZVPD) for a molecular structure, C14H20NO4ReS3.

```
! wB97M-V def2-TZVPD RIJCOSX def2/J DEFGRID3
* xyz 1 4
Re -0.82 -0.91 -0.93
C 1.87 2.13 -2.48
C 0.90 0.98 -2.48
S -0.58 1.25 -1.57
C 1.11 -0.20 -3.11
C 2.34 -0.52 -3.90
S -0.09 -1.49 -3.03
H 1.39 3.04 -2.12
H 2.24 2.32 -3.49
H 2.72 1.92 -1.83
H 2.95 0.36 -4.09
H 2.07 -0.97 -4.85
H 2.95 -1.25 -3.36
C -2.31 -3.62 -0.36
N -3.61 -3.09 -0.74
C -4.79 -3.94 -0.52
C -3.75 -1.88 -1.24
O -2.81 -1.06 -1.44
H -2.39 -4.70 -0.28
H -1.99 -3.22 0.60
H -1.57 -3.42 -1.14
H -4.85 -4.20 0.53
H -4.70 -4.84 -1.12
H -5.68 -3.40 -0.81
H -4.76 -1.57 -1.50
C 2.33 4.41 3.48
C 1.83 3.08 2.99
C 0.58 2.98 2.38
C 0.10 1.76 1.94
C 0.89 0.63 2.12
C 2.14 0.70 2.73
C 2.60 1.93 3.15
S 0.36 -0.92 1.54
O 0.77 -1.95 2.43
O -1.11 -0.84 1.23
O 0.92 -1.10 0.12
H 1.82 5.24 3.00
H 3.40 4.51 3.31
H 2.17 4.49 4.56
H -0.03 3.87 2.26
H -0.88 1.68 1.49
H 2.73 -0.20 2.88
H 3.57 2.00 3.63
*
```

- HOMO energy (spin up / spin down): -10.5491 / -11.5618 eV
- Kohn-Sham gap (spin up / spin down): 6.84 / 7.35 eV
- DFT total energy: -2173.82306 Eh
- LUMO (spin up / spin down): -3.7 / -4.2 eV

Record 2
Density functional theory data (ωB97M-V/def2-TZVPD) for 21 unconnected molecules or ions with the total composition H42O21 in a non-equilibrium geometry.

```
! wB97M-V def2-TZVPD RIJCOSX def2/J DEFGRID3
* xyz 0 1
O 3.54 -0.03 -0.45
H 4.09 0.31 -1.15
H 2.99 0.61 0.00
O 0.94 -4.08 -0.40
H 1.82 -3.78 -0.66
H 1.01 -3.91 0.54
O 1.10 0.60 4.16
H 1.04 -0.12 3.52
H 1.95 0.76 4.45
O 2.69 -4.29 1.96
H 2.87 -3.41 2.28
H 2.97 -4.28 1.04
O -1.95 4.40 0.21
H -2.77 3.90 0.18
H -1.53 4.12 1.06
O -1.24 3.29 2.54
H -2.00 2.92 3.00
H -0.71 2.65 2.07
O -0.01 1.18 0.79
H -0.16 0.93 1.71
H -0.82 0.94 0.26
O 3.17 2.77 -0.52
H 2.31 2.80 -0.09
H 3.33 3.56 -1.09
O -2.94 -3.49 2.79
H -3.39 -2.97 2.11
H -2.53 -4.14 2.20
O 0.57 -2.65 2.77
H 0.83 -2.45 3.68
H 0.72 -1.73 2.50
O 4.29 -2.62 0.33
H 3.73 -1.85 0.24
H 4.89 -2.61 1.07
O -1.23 -2.49 -4.65
H -2.02 -1.99 -4.46
H -0.54 -2.25 -4.01
O -3.56 -0.60 2.92
H -3.94 -0.94 3.75
H -4.18 0.14 2.88
O -1.01 0.16 -2.70
H -0.86 0.05 -3.64
H -0.41 0.86 -2.39
O 0.98 -2.53 -2.88
H 0.56 -2.36 -2.03
H 0.88 -3.48 -2.96
O 1.20 1.52 -1.96
H 1.61 2.29 -1.52
H 1.68 0.75 -1.64
O -2.41 0.46 -0.31
H -2.82 0.73 -1.13
H -2.14 -0.45 -0.15
O -0.88 -2.08 0.09
H -1.45 -2.64 -0.45
H -0.99 -2.35 1.01
O 2.38 4.10 -2.64
H 1.47 4.43 -2.57
H 2.25 3.30 -3.17
O -0.06 4.89 -1.60
H 0.02 4.53 -0.71
H -0.98 4.72 -1.78
O -4.58 1.09 -1.38
H -4.91 1.08 -2.28
H -4.85 1.72 -0.72
*
```

- HOMO energy: -10.8019 eV
- Kohn-Sham gap: 10.39 eV
- DFT total energy: -1605.17132 Eh
- LUMO: -0.4 eV
- Energy relative to the best compared isomer or geometry (same formula, charge and spin): 158.6 kcal per mole

Record 3
Density functional theory data (ωB97M-V/def2-TZVPD) for 2 unconnected molecules or ions with the total composition C25H41Cl2N6O7S2 in a non-equilibrium geometry.

```
! wB97M-V def2-TZVPD RIJCOSX def2/J DEFGRID3
* xyz 1 1
C 2.48 -0.44 3.92
O 3.81 -0.20 3.52
C 4.05 -0.42 2.15
C 3.95 0.86 1.30
C 3.81 0.50 -0.19
C 2.81 1.34 -0.97
C 1.40 1.34 -0.38
C 0.35 1.83 -1.41
C -0.80 0.87 -1.62
N -1.97 1.06 -0.71
C -1.93 2.10 0.26
Cl -1.32 1.69 1.80
C -2.34 3.32 -0.02
C -2.36 4.48 0.89
Cl -2.92 3.64 -1.61
C -3.06 0.29 -0.69
N -4.06 0.53 0.17
C -4.95 -0.40 -0.04
N -4.56 -1.22 -1.01
O -5.25 -2.30 -1.42
N -4.58 -3.62 -0.85
O -4.79 -3.72 0.25
N -3.33 -0.79 -1.48
C -2.60 -1.47 -2.55
C -3.48 -2.00 -3.71
C -3.45 -3.53 -3.90
S -2.25 -4.06 -5.15
C -0.95 -4.74 -4.13
S -0.74 -6.33 -4.09
N -0.14 -3.80 -3.43
C 0.12 -4.23 -2.05
C 0.96 -3.12 -1.36
O 1.12 -2.01 -2.22
C 1.82 -2.38 -3.40
C 1.18 -3.63 -4.05
H 2.17 0.37 4.57
H 2.40 -1.39 4.45
H 1.79 -0.46 3.07
H 5.05 -0.84 2.04
H 3.37 -1.17 1.73
H 3.14 1.48 1.66
H 4.89 1.37 1.44
H 3.60 -0.56 -0.33
H 4.78 0.66 -0.65
H 2.77 0.94 -1.99
H 3.15 2.37 -1.07
H 1.40 2.03 0.45
H 1.13 0.35 0.00
H 0.04 2.85 -1.21
H 0.86 1.87 -2.37
H -1.16 0.99 -2.65
H -0.44 -0.14 -1.52
H -1.79 5.31 0.47
H -3.39 4.83 0.97
H -2.02 4.21 1.88
H -5.88 -0.53 0.48
H -1.88 -0.81 -2.98
H -2.04 -2.30 -2.12
H -4.50 -1.66 -3.61
H -3.05 -1.59 -4.62
H -4.42 -3.86 -4.25
H -3.26 -4.08 -2.98
H -0.81 -4.38 -1.50
H 0.68 -5.17 -2.01
H 0.46 -2.74 -0.48
H 1.95 -3.52 -1.11
H 1.71 -1.53 -4.07
H 2.87 -2.56 -3.18
H 1.09 -3.54 -5.12
H 1.79 -4.50 -3.83
C 0.35 3.94 6.63
C 1.05 3.33 5.44
C 2.53 3.64 5.32
O 2.74 3.51 3.91
C 1.58 3.81 3.30
O 1.46 4.00 2.13
O 0.56 3.88 4.20
H -0.73 3.92 6.48
H 0.59 3.39 7.54
H 0.64 4.98 6.76
H 0.87 2.25 5.41
H 3.17 2.95 5.87
H 2.76 4.66 5.61
*
```

- HOMO energy: -10.8415 eV
- Kohn-Sham gap: 6.04 eV
- DFT total energy: -3548.70247 Eh
- LUMO: -4.8 eV

Record 4
Density functional theory data (ωB97M-V/def2-TZVPD) for 2 unconnected molecules or ions with the total composition C5H6Br2 in a non-equilibrium geometry.

```
! wB97M-V def2-TZVPD RIJCOSX def2/J DEFGRID3
* xyz 0 1
C -1.62 0.67 -1.47
C 0.18 -0.58 1.41
C -1.67 -0.45 -0.84
C 1.13 0.18 1.28
C 2.20 1.16 1.15
Br -2.19 -2.10 -0.78
Br -2.30 -4.15 -2.28
H -1.67 1.48 -0.77
H -1.18 0.95 -2.47
H -0.33 -1.45 1.43
H 2.56 1.57 2.11
H 1.96 2.13 0.62
H 2.93 0.59 0.60
*
```

- HOMO energy (spin up / spin down): -8.8565 / -8.8487 eV
- Kohn-Sham gap (spin up / spin down): 7.31 / 7.28 eV
- DFT total energy: -5341.90799 Eh
- LUMO (spin up / spin down): -1.6 / -1.6 eV
- Energy relative to the best compared isomer or geometry (same formula, charge and spin): 129.4 kcal per mole

Record 5
Density functional theory data (ωB97M-V/def2-TZVPD) for C6H8 in the gas phase in a non-equilibrium geometry.

```
! wB97M-V def2-TZVPD RIJCOSX def2/J DEFGRID3
* xyz 0 1
C -0.34 0.59 1.20
C -0.69 0.63 -0.34
C 0.67 0.68 -1.00
C 0.84 -0.74 -0.46
C 0.14 -0.81 0.92
C -0.65 -0.93 -0.34
H -1.34 0.77 1.59
H 0.40 1.24 1.68
H -1.55 1.19 -0.70
H 0.59 0.69 -2.09
H 1.30 1.50 -0.64
H 1.57 -1.47 -0.77
H 0.41 -1.64 1.57
H -1.35 -1.70 -0.63
*
```

- HOMO energy: -9.4354 eV
- Kohn-Sham gap: 10.66 eV
- DFT total energy: -233.31212 Eh
- LUMO: 1.2 eV
- Energy relative to the best compared isomer or geometry (same formula, charge and spin): 47.0 kcal per mole
- SMILES: C1[C@H]2C[C@H]3[C@@H]1[C@@H]23

Record 6
Density functional theory data (ωB97M-V/def2-TZVPD) for a molecular structure, C18H24F12K2O10Pb2 in a non-equilibrium geometry.

```
! wB97M-V def2-TZVPD RIJCOSX def2/J DEFGRID3
* xyz 4 1
Pb 2.92 -1.28 -10.23
Pb 6.39 0.61 -6.00
K 4.32 6.00 -4.54
K 7.87 0.63 0.49
O 2.27 -0.81 -4.87
C 1.98 -0.75 -3.46
C 2.25 0.46 -2.51
O 3.50 1.11 -2.64
H 2.39 -1.64 -2.97
H 0.96 -1.02 -3.20
H 2.17 0.11 -1.48
H 1.51 1.24 -2.68
C 7.15 -5.98 -2.48
C 7.35 -5.49 -1.09
O 8.52 -6.02 -0.57
C 9.14 -5.35 0.45
O 8.56 -4.55 1.21
C 10.47 -6.04 0.88
F 10.68 -7.25 0.27
F 11.42 -5.22 0.44
F 10.55 -6.27 2.17
H 7.91 -5.69 -3.20
H 6.24 -5.59 -2.92
H 7.05 -7.06 -2.45
H 6.51 -5.93 -0.54
H 7.35 -4.41 -0.94
C -1.52 -6.40 -0.32
C -2.15 -6.11 1.06
O -1.90 -7.06 2.04
C -2.01 -6.70 3.31
O -2.26 -5.54 3.67
C -1.60 -7.81 4.34
F -0.52 -7.37 4.94
F -2.54 -7.93 5.29
F -1.34 -9.01 3.81
H -0.45 -6.45 -0.12
H -1.63 -5.57 -1.02
H -1.85 -7.33 -0.80
H -3.23 -5.92 1.09
H -1.64 -5.18 1.32
C -8.76 3.86 0.78
C -7.54 3.42 0.00
O -6.46 3.03 0.78
C -5.30 2.64 0.23
O -5.15 2.64 -0.98
C -4.15 2.52 1.23
F -3.26 3.48 1.03
F -4.67 2.67 2.43
F -3.42 1.31 1.12
H -9.26 2.96 1.15
H -9.49 4.39 0.17
H -8.55 4.44 1.68
H -7.33 4.21 -0.72
H -7.91 2.59 -0.61
C -2.10 8.15 -0.80
C -3.30 8.82 -0.18
O -3.37 8.71 1.28
C -3.23 9.75 2.08
O -2.87 10.87 1.71
C -3.46 9.56 3.62
F -4.40 10.28 4.06
F -3.69 8.30 3.88
F -2.36 9.86 4.30
H -2.17 7.06 -0.68
H -1.23 8.39 -0.20
H -1.90 8.45 -1.82
H -4.14 8.36 -0.70
H -3.30 9.84 -0.58
*
```

- HOMO energy: -15.2570 eV
- Kohn-Sham gap: 1.32 eV
- DFT total energy: -4234.81862 Eh
- LUMO: -13.9 eV
- Energy relative to the best compared isomer or geometry (same formula, charge and spin): 169.2 kcal per mole

Record 7
Density functional theory data (ωB97M-V/def2-TZVPD) for 2 unconnected molecules or ions with the total composition C5H10N2O2 in a non-equilibrium geometry.

```
! wB97M-V def2-TZVPD RIJCOSX def2/J DEFGRID3
* xyz 0 1
N -1.29 -1.47 0.54
N -1.08 -0.09 0.34
C -0.51 0.82 1.33
O -1.10 1.83 1.65
O 0.30 0.09 2.14
H -1.42 -1.87 1.47
H -2.14 -1.71 0.02
H -1.82 0.36 -0.20
H -0.26 -0.27 2.85
C 1.59 -0.98 -0.56
C 0.55 0.02 -0.95
C 0.16 0.56 -2.12
C 0.68 1.52 -0.86
H 2.52 -0.74 -1.08
H 1.29 -1.98 -0.83
H 1.81 -0.92 0.51
H -0.84 0.61 -2.54
H -0.10 2.24 -0.72
H 1.65 1.98 -1.00
*
```

- HOMO energy (spin up / spin down): -7.2033 / -7.2041 eV
- Kohn-Sham gap (spin up / spin down): 7.41 / 7.41 eV
- DFT total energy: -456.27013 Eh
- LUMO (spin up / spin down): 0.2 / 0.2 eV
- Energy relative to the best compared isomer or geometry (same formula, charge and spin): 178.3 kcal per mole
- SMILES: NNC(=O)O.CC1=CC1

Record 8
Density functional theory data (ωB97M-V/def2-TZVPD) for a molecular structure, C26H42IrN6Si in a non-equilibrium geometry.

```
! wB97M-V def2-TZVPD RIJCOSX def2/J DEFGRID3
* xyz 2 2
Ir 0.54 0.15 -0.42
C 2.91 1.57 -1.70
C 3.68 0.84 -0.59
N 2.77 0.21 0.41
C 3.22 -1.08 0.96
C 2.55 -2.23 0.26
C 2.95 -3.54 0.44
C 2.25 -4.54 -0.20
C 1.18 -4.22 -1.01
C 0.83 -2.89 -1.14
C -0.36 -2.44 -1.93
N -0.29 -0.99 -2.16
C 0.37 -0.60 -3.45
C 1.08 0.75 -3.34
N 1.86 0.62 -2.11
N 1.51 -1.92 -0.52
H 3.58 1.82 -2.52
H 2.44 2.49 -1.34
H 4.37 1.53 -0.10
H 4.29 0.05 -1.04
H 2.68 0.84 1.19
H 2.95 -1.11 2.02
H 4.31 -1.18 0.90
H 3.80 -3.76 1.08
H 2.55 -5.58 -0.07
H 0.62 -4.98 -1.54
H -1.26 -2.64 -1.36
H -0.44 -2.98 -2.88
H -1.24 -0.64 -2.17
H -0.37 -0.60 -4.25
H 1.10 -1.37 -3.69
H 0.37 1.57 -3.24
H 1.70 0.91 -4.22
H 2.34 -0.28 -2.19
C 1.70 2.02 2.68
C 1.10 2.72 1.49
C 0.97 4.09 1.44
C 0.23 4.68 0.42
C -0.44 3.91 -0.51
C -0.29 2.53 -0.41
N 0.54 1.99 0.50
N -0.84 1.50 -1.08
Si -2.57 1.52 -1.59
C -3.50 2.59 -0.39
C -3.19 -0.25 -1.47
C -2.65 2.15 -3.34
H 1.26 2.45 3.58
H 2.78 2.18 2.76
H 1.45 0.96 2.69
H 1.40 4.69 2.23
H 0.14 5.76 0.38
H -1.06 4.35 -1.28
H -3.32 2.27 0.64
H -4.58 2.48 -0.58
H -3.27 3.64 -0.48
H -2.78 -0.78 -0.61
H -3.09 -0.85 -2.37
H -4.27 -0.18 -1.29
H -2.35 3.19 -3.41
H -3.69 2.09 -3.69
H -2.04 1.57 -4.03
C -0.90 -2.78 3.80
C -1.80 -1.72 3.15
C -3.07 -2.38 2.62
C -2.16 -0.64 4.18
C -1.07 -1.10 2.03
C -0.48 -0.58 1.11
H -1.43 -3.26 4.63
H 0.01 -2.33 4.20
H -0.62 -3.55 3.08
H -3.62 -2.85 3.44
H -2.84 -3.15 1.88
H -3.73 -1.64 2.15
H -2.71 -1.09 5.01
H -2.79 0.13 3.73
H -1.26 -0.17 4.59
*
```

- HOMO energy (spin up / spin down): -13.7304 / -13.6712 eV
- Kohn-Sham gap (spin up / spin down): 7.70 / 6.55 eV
- DFT total energy: -1737.78691 Eh
- LUMO (spin up / spin down): -6.0 / -7.1 eV
- Energy relative to the best compared isomer or geometry (same formula, charge and spin): 20.3 kcal per mole

Record 9
Density functional theory data (ωB97M-V/def2-TZVPD) for a molecular structure, C29H36N6O2RuS4Sb2.

```
! wB97M-V def2-TZVPD RIJCOSX def2/J DEFGRID3
* xyz 1 6
Ru -0.85 0.46 -0.58
C -1.22 -5.03 0.51
S -0.79 -4.37 -1.11
C -1.09 -2.66 -0.83
S 0.28 -1.54 -1.10
N -2.24 -2.22 -0.46
N -2.30 -0.89 -0.24
C -3.54 -0.37 0.01
C -3.67 1.01 -0.06
C -4.89 1.71 0.13
C -4.92 3.07 -0.02
C -3.75 3.76 -0.38
C -2.59 3.04 -0.56
N -2.53 1.71 -0.39
H -1.37 -6.10 0.38
H -2.15 -4.59 0.86
H -0.41 -4.88 1.23
H -4.37 -1.05 0.17
H -5.77 1.15 0.39
H -5.85 3.61 0.11
H -3.75 4.83 -0.54
H -1.66 3.52 -0.85
C 2.47 -3.34 1.05
Sb 1.13 -1.75 1.54
C 2.47 -0.15 1.05
C 1.47 -1.74 3.84
C 2.22 -0.52 4.14
C 3.62 -0.58 4.16
C 4.38 0.55 4.39
C 3.74 1.77 4.61
C 2.36 1.84 4.60
C 1.57 0.71 4.36
C 0.09 0.85 4.32
Sb -0.76 1.39 2.39
C -0.10 3.41 2.44
C -2.72 1.71 3.14
H 3.49 -3.00 1.26
H 2.38 -3.58 0.00
H 2.25 -4.22 1.65
H 3.49 -0.51 1.18
H 2.32 0.71 1.70
H 2.31 0.14 0.01
H 2.05 -2.66 3.91
H 0.48 -1.84 4.26
H 4.10 -1.53 4.00
H 5.46 0.48 4.41
H 4.32 2.66 4.81
H 1.87 2.78 4.79
H -0.23 1.68 4.96
H -0.44 -0.04 4.66
H -0.50 3.89 3.34
H -0.47 3.95 1.57
H 0.99 3.46 2.46
H -2.64 2.29 4.06
H -3.21 0.77 3.34
H -3.30 2.27 2.41
N 1.74 -4.13 -6.09
C 1.06 -2.99 -5.75
C -0.33 -3.01 -5.58
C -1.01 -1.86 -5.20
C -0.31 -0.68 -4.99
C 1.07 -0.65 -5.16
C 1.75 -1.79 -5.53
S -1.16 0.77 -4.50
O -2.55 0.47 -4.43
O -0.68 1.89 -5.26
N -0.63 0.96 -2.96
C 0.19 1.90 -2.57
S 0.94 3.23 -3.39
C 1.66 3.72 -1.88
C 1.29 2.92 -0.86
N 0.46 1.88 -1.24
H 1.21 -4.89 -6.48
H 2.67 -4.03 -6.46
H -0.88 -3.92 -5.75
H -2.08 -1.87 -5.07
H 1.62 0.28 -5.01
H 2.83 -1.76 -5.67
H 2.32 4.57 -1.83
H 1.60 3.01 0.17
*
```

- HOMO energy (spin up / spin down): -9.0031 / -10.0195 eV
- Kohn-Sham gap (spin up / spin down): 6.85 / 4.87 eV
- DFT total energy: -3773.49543 Eh
- LUMO (spin up / spin down): -2.2 / -5.1 eV
- Energy relative to the best compared isomer or geometry (same formula, charge and spin): 13.8 kcal per mole

Record 10
Density functional theory data (ωB97M-V/def2-TZVPD) for 2 unconnected molecules or ions with the total composition C3H10N2O3 in a non-equilibrium geometry.

```
! wB97M-V def2-TZVPD RIJCOSX def2/J DEFGRID3
* xyz 0 1
N 0.92 -1.88 0.02
C 0.08 -0.88 -0.33
O 0.14 -0.43 -1.47
C -0.71 -0.17 0.72
N -0.94 -0.99 1.87
C 0.23 0.99 1.20
O -0.45 1.73 2.25
H 1.42 -2.36 -0.73
H 0.82 -2.35 0.89
H -1.58 0.35 0.29
H -1.26 -0.47 2.67
H -1.41 -1.89 1.78
H 0.34 1.79 0.47
H 1.09 0.45 1.59
H -1.28 1.99 1.89
O 0.88 1.22 -4.74
H 0.14 1.21 -4.12
H 1.55 1.69 -4.26
*
```

- HOMO energy: -9.8182 eV
- Kohn-Sham gap: 10.49 eV
- DFT total energy: -455.53683 Eh
- LUMO: 0.7 eV
- Energy relative to the best compared isomer or geometry (same formula, charge and spin): 21.8 kcal per mole
- SMILES: NC(=O)[C@@H](N)CO.O

Record 11
Density functional theory data (ωB97M-V/def2-TZVPD) for C5H14N2 in the gas phase in a non-equilibrium geometry.

```
! wB97M-V def2-TZVPD RIJCOSX def2/J DEFGRID3
* xyz 0 1
C -0.14 -0.84 -2.96
C 0.16 -0.07 -1.68
N -0.23 -0.86 -0.50
C 0.10 -0.30 0.83
C -0.97 -0.78 1.82
C 0.42 1.19 0.91
N 1.37 1.45 1.99
H 0.72 -0.96 -3.61
H -0.44 -1.84 -2.70
H -0.98 -0.38 -3.48
H -0.37 0.89 -1.64
H 1.21 0.16 -1.57
H -1.24 -0.97 -0.53
H 1.04 -0.80 1.12
H -1.89 -0.25 1.59
H -0.64 -0.70 2.85
H -1.10 -1.82 1.60
H -0.54 1.72 1.03
H 0.86 1.61 0.04
H 1.09 1.10 2.89
H 1.59 2.44 2.00
*
```

- HOMO energy: -8.5711 eV
- Kohn-Sham gap: 9.65 eV
- DFT total energy: -308.38714 Eh
- LUMO: 1.1 eV
- Energy relative to the best compared isomer or geometry (same formula, charge and spin): 22.5 kcal per mole
- SMILES: CCN[C@H](C)CN